Entry 1:
{
  "formula": "C8H14N3",
  "method": "the ωB97M-V functional and the def2-TZVPD basis",
  "elements": ["N", "N", "N", "C", "C", "C", "C", "C", "C", "C", "C", "H", "H", "H", "H", "H", "H", "H", "H", "H", "H", "H", "H", "H", "H"],
  "positions_angstrom": [[-3.181, 1.027, -0.186], [0.215, 0.381, 0.109], [-2.012, 1.017, 0.202], [1.227, 0.194, -0.940], [-1.084, 0.258, -0.593], [-0.407, -1.828, 1.065], [-1.156, -2.118, -0.187], [0.297, 1.579, 0.890], [0.313, -0.701, 1.170], [2.676, 0.130, -0.387], [-1.587, -1.102, -0.890], [0.063, 2.298, 0.175], [-0.976, 0.855, -1.544], [3.019, 0.915, 0.289], [1.012, -0.382, 1.843], [1.287, 1.880, 1.021], [-1.355, -3.209, -0.192], [1.173, -0.835, -1.292], [-2.185, -1.359, -1.772], [1.058, 1.052, -1.737], [-0.148, 1.465, 1.832], [2.623, -0.734, 0.191], [-3.822, 1.720, 0.239], [-0.386, -2.511, 1.920], [3.336, 0.010, -1.226]],
  "smiles": "[H]/N=N/[C@@H]1C=CC=C[N@@+]1(C)CC",
  "lumo_energy_ev": -3.568,
  "charge": 1,
  "de_lowest_kj_mol": 533.8,
  "orbital_gap_ev": 9.3,
  "spin_multiplicity": 1
}

Entry 2:
{
  "formula": "C8H14N3O",
  "method": "the ωB97M-V functional and the def2-TZVPD basis",
  "elements": ["O", "N", "N", "N", "C", "C", "C", "C", "C", "C", "C", "C", "H", "H", "H", "H", "H", "H", "H", "H", "H", "H", "H", "H", "H", "H"],
  "positions_angstrom": [[0.336, -2.122, -0.947], [-0.924, 0.980, 0.007], [-0.142, 0.090, -0.355], [-2.784, -0.586, 0.208], [-2.964, 1.734, -0.743], [-2.292, 0.729, 0.279], [-1.953, -1.663, -0.370], [3.602, -0.174, -0.281], [-0.540, -1.449, -0.542], [2.299, 0.131, 0.325], [1.180, 0.454, -0.734], [-2.403, -1.620, 1.076], [-2.526, 1.062, 1.218], [-3.245, -2.327, 1.411], [-3.124, 1.028, -1.576], [-1.681, -1.471, 1.757], [-2.394, -2.367, -1.094], [-3.762, 2.300, -0.195], [1.969, -0.625, 0.964], [4.115, -0.467, 0.569], [4.353, 0.559, -0.605], [2.487, 1.092, 0.960], [1.248, 1.549, -1.010], [-2.346, 2.535, -1.156], [3.360, -0.860, -1.083], [1.521, -0.116, -1.610]],
  "smiles": "CCC[N+]1=N[C@@H](C)N2C[C@@H]2C1=O",
  "lumo_energy_ev": -5.546,
  "charge": 1,
  "de_lowest_kj_mol": 445.4,
  "orbital_gap_ev": 8.6,
  "spin_multiplicity": 1
}

Entry 3:
{
  "formula": "C8H14N3O",
  "method": "the ωB97M-V functional and the def2-TZVPD basis",
  "elements": ["O", "N", "N", "N", "C", "C", "C", "C", "C", "C", "C", "C", "H", "H", "H", "H", "H", "H", "H", "H", "H", "H", "H", "H", "H", "H"],
  "positions_angstrom": [[2.922, -1.075, -0.284], [3.544, 0.939, 0.327], [0.299, -1.627, -0.404], [1.257, 0.523, 0.188], [-0.018, -0.403, -0.047], [-2.134, -1.173, 1.044], [-1.418, -0.037, 0.277], [-2.211, 0.467, -0.953], [1.000, 1.982, 0.239], [2.580, 0.128, 0.096], [4.671, 0.124, 0.189], [4.288, -1.096, -0.147], [4.779, -1.970, -0.368], [0.435, 2.438, 1.135], [5.672, 0.472, 0.267], [-1.420, 0.862, 0.879], [-3.153, 0.155, -0.741], [1.945, 2.441, 0.463], [-2.647, -0.528, 1.834], [-1.963, 1.527, -1.017], [1.294, -1.930, -0.594], [-0.404, -2.369, -0.450], [0.556, 2.396, -0.679], [-1.381, -1.738, 1.434], [-2.806, -1.794, 0.436], [-1.860, 0.000, -1.812]],
  "smiles": "CC(C)C(=[NH2+])N(C)c1ncco1",
  "lumo_energy_ev": -4.154,
  "charge": 1,
  "de_lowest_kj_mol": 192.6,
  "orbital_gap_ev": 8.3,
  "spin_multiplicity": 1
}

Entry 4:
{
  "formula": "C8H14N4",
  "method": "the ωB97M-V functional and the def2-TZVPD basis",
  "elements": ["N", "N", "N", "N", "C", "C", "C", "C", "C", "C", "C", "C", "H", "H", "H", "H", "H", "H", "H", "H", "H", "H", "H", "H", "H", "H"],
  "positions_angstrom": [[-2.644, 2.709, -0.974], [-2.184, -1.649, 0.501], [-3.842, 0.076, 0.900], [-1.060, -3.162, -0.864], [-0.451, 1.981, -0.141], [1.262, 0.023, -0.175], [-1.767, 2.109, -0.037], [-1.769, -2.287, -0.438], [-3.159, -0.834, 0.751], [0.480, 1.088, 0.625], [2.123, -0.916, 0.791], [3.238, -1.540, 0.001], [3.809, -2.276, 0.601], [-1.056, -3.741, -1.659], [-3.244, 3.462, -0.665], [2.000, 0.557, -0.753], [2.949, -2.099, -0.998], [-2.204, 1.743, 0.824], [-0.103, 0.623, 1.420], [3.974, -0.772, -0.302], [-0.107, 2.613, -1.000], [0.574, -0.608, -0.775], [1.551, -1.683, 1.277], [2.583, -0.276, 1.611], [-2.170, 3.125, -1.721], [1.217, 1.737, 1.200]],
  "smiles": "CCCC/C=C/N.N#CN=C=N",
  "lumo_energy_ev": -0.193,
  "de_lowest_kj_mol": 452.1,
  "orbital_gap_ev": 7.9,
  "spin_multiplicity": 1
}

Entry 5:
{
  "formula": "C8H14N4O3",
  "method": "the ωB97M-V functional and the def2-TZVPD basis",
  "elements": ["O", "O", "O", "N", "N", "N", "N", "C", "C", "C", "C", "C", "C", "C", "C", "H", "H", "H", "H", "H", "H", "H", "H", "H", "H", "H", "H", "H", "H"],
  "positions_angstrom": [[-1.333, -1.444, 1.098], [-2.404, -2.208, -0.678], [1.779, -1.372, 0.523], [1.971, -0.690, -1.583], [1.836, 2.437, 0.366], [0.021, 1.493, 1.516], [-3.304, 0.874, 0.676], [-0.154, -1.532, -0.958], [-1.276, -1.729, -0.082], [-2.439, 1.229, -0.103], [0.474, 2.082, 0.345], [-0.276, 2.260, -0.761], [1.130, -1.199, -0.631], [-1.634, 1.805, -0.959], [1.330, -2.328, 1.467], [-0.816, 0.934, 1.403], [-2.255, -2.427, -1.605], [2.832, -0.317, -1.220], [1.118, -3.280, 0.976], [2.150, -2.446, 2.172], [2.063, 3.175, -0.285], [-0.390, -1.464, -2.012], [1.545, -0.141, -2.311], [0.432, -1.984, 1.986], [-2.041, 1.946, -1.954], [-3.422, -0.113, 0.891], [0.740, 0.990, 2.021], [0.164, 2.787, -1.595], [2.160, 2.664, 1.298]],
  "smiles": "CO/C(N)=C\\C(=O)O.N=C=CC=C(N)N",
  "lumo_energy_ev": 0.638,
  "de_lowest_kj_mol": 0.0,
  "orbital_gap_ev": 7.3,
  "spin_multiplicity": 1
}

Entry 6:
{
  "formula": "C8H14N4O6",
  "method": "the ωB97M-V functional and the def2-TZVPD basis",
  "elements": ["O", "O", "O", "O", "O", "O", "N", "N", "N", "N", "C", "C", "C", "C", "C", "C", "C", "C", "H", "H", "H", "H", "H", "H", "H", "H", "H", "H", "H", "H", "H", "H"],
  "positions_angstrom": [[3.513, 1.902, 2.718], [2.554, -1.899, -0.095], [-0.335, 3.098, 1.062], [0.476, 0.647, 2.284], [3.651, 0.420, 0.572], [-4.237, 0.190, -2.643], [-1.215, -0.793, -1.052], [-2.368, -0.120, -1.350], [0.696, -0.789, 0.407], [0.817, -2.682, -1.149], [2.329, 0.995, 0.810], [-0.567, -0.320, -0.029], [1.368, -1.782, -0.297], [2.351, 2.102, 1.925], [0.004, 2.986, 2.477], [1.403, -0.025, 1.444], [-3.135, -0.364, -2.523], [1.030, 1.882, 2.706], [1.481, -3.214, -1.734], [3.598, -0.472, 0.129], [0.378, 3.912, 2.875], [1.980, -0.661, 2.090], [-0.890, 2.773, 3.086], [-2.780, 0.588, -0.700], [1.267, 1.797, 3.762], [-2.852, -1.092, -3.252], [1.950, 1.393, -0.107], [4.234, 1.508, 2.142], [2.405, 3.094, 1.456], [-0.023, -2.305, -1.570], [-1.138, 3.634, 0.960], [-1.012, 0.532, 0.530]],
  "smiles": "NC(=O)N(/C=N/NC=O)[C@@H]1O[C@H](CO)[C@@H](O)[C@H]1O",
  "lumo_energy_ev": 0.329,
  "orbital_gap_ev": 9.1,
  "spin_multiplicity": 1
}

Entry 7:
{
  "formula": "C8H14NO5P",
  "method": "the ωB97M-V functional and the def2-TZVPD basis",
  "elements": ["P", "O", "O", "O", "O", "O", "N", "C", "C", "C", "C", "C", "C", "C", "C", "H", "H", "H", "H", "H", "H", "H", "H", "H", "H", "H", "H", "H", "H"],
  "positions_angstrom": [[0.841, 0.155, 1.180], [3.256, -2.776, 0.573], [1.269, -1.419, 1.535], [0.811, 1.077, 2.561], [-0.583, 0.099, 0.650], [1.787, 0.801, -0.023], [-4.920, 0.524, -1.660], [-3.760, 0.457, -0.996], [3.216, -2.781, 2.011], [-3.665, 1.030, -3.646], [-2.520, 0.664, -1.579], [2.404, -1.480, 2.427], [-2.477, 0.956, -2.934], [-4.851, 0.809, -2.966], [2.601, 1.917, 0.415], [3.127, 1.658, 1.366], [-3.671, 1.254, -4.705], [3.408, 2.042, -0.345], [-0.074, 1.469, 2.585], [2.632, -3.423, 0.241], [2.038, -1.663, 3.469], [-3.845, 0.222, 0.060], [-1.615, 0.598, -0.989], [-5.806, 0.859, -3.479], [3.052, -0.577, 2.417], [4.234, -2.804, 2.446], [2.593, -3.662, 2.302], [-1.528, 1.124, -3.429], [2.043, 2.871, 0.512]],
  "smiles": "CO[P@](=O)(O)OCCO.c1ccncc1",
  "lumo_energy_ev": 0.311,
  "de_lowest_kj_mol": 0.0,
  "orbital_gap_ev": 9.4,
  "spin_multiplicity": 1
}

Entry 8:
{
  "formula": "C8H14NP",
  "method": "the ωB97M-V functional and the def2-TZVPD basis",
  "elements": ["P", "N", "C", "C", "C", "C", "C", "C", "C", "C", "H", "H", "H", "H", "H", "H", "H", "H", "H", "H", "H", "H", "H", "H"],
  "positions_angstrom": [[3.523, 3.251, -0.697], [0.346, -0.202, 0.455], [-1.910, 0.680, -0.268], [1.933, -2.237, -0.276], [-0.626, 0.928, 0.612], [-2.666, 1.989, -0.526], [0.335, -2.486, -0.253], [2.408, -1.060, 0.053], [-0.233, -1.493, 0.745], [1.574, 0.145, 0.243], [2.406, -3.153, -0.558], [0.049, 1.850, 0.254], [-1.600, 0.156, -1.181], [0.084, -1.973, 1.696], [3.458, -1.063, 0.104], [-3.607, 1.718, -1.015], [-2.787, 2.532, 0.335], [-2.585, 0.011, 0.124], [0.300, -3.547, -0.026], [0.048, -2.406, -1.307], [-1.334, -1.446, 0.763], [-1.869, 2.461, -1.276], [3.653, 4.270, 0.338], [-0.901, 1.077, 1.660]],
  "lumo_energy_ev": [-0.805, -0.837],
  "de_lowest_kj_mol": 516.2,
  "orbital_gap_ev": [7.0, 7.0],
  "spin_multiplicity": 1
}

Entry 9:
{
  "formula": "C8H14NS",
  "method": "the ωB97M-V functional and the def2-TZVPD basis",
  "elements": ["S", "N", "C", "C", "C", "C", "C", "C", "C", "C", "H", "H", "H", "H", "H", "H", "H", "H", "H", "H", "H", "H", "H", "H"],
  "positions_angstrom": [[2.248, -2.378, 0.035], [2.113, 0.237, -0.357], [-0.469, -0.728, 0.540], [3.209, 2.315, 0.210], [-2.748, 0.187, 0.128], [-0.968, -1.117, -0.818], [1.625, -0.819, 0.049], [-1.615, 0.273, 1.137], [2.493, 1.389, -0.686], [-2.490, -1.107, -0.646], [2.519, 3.088, 0.556], [-2.733, 1.039, -0.550], [2.283, 1.715, -1.701], [-1.877, -0.148, 2.106], [3.622, 1.805, 1.077], [-0.706, -0.339, -1.540], [-0.288, -1.537, 1.241], [-2.807, -1.971, -0.060], [3.999, 2.825, -0.341], [-3.005, -1.131, -1.604], [-0.590, -2.071, -1.182], [1.132, -2.981, 0.480], [-1.238, 1.282, 1.292], [-3.711, 0.172, 0.635]],
  "lumo_energy_ev": -4.478,
  "charge": 1,
  "de_lowest_kj_mol": 286.8,
  "orbital_gap_ev": 9.0,
  "spin_multiplicity": 1
}

| no. | strongest force on any atom (eV/Å) |
| --- | --- |
| 1 | 3.89 |
| 2 | 5.27 |
| 3 | 6.44 |
| 4 | 3.01 |
| 5 | 0.76 |
| 6 | 3.88 |
| 7 | 5.31 |
| 8 | 5.49 |
| 9 | 3.82 |